{
  "formula": "C30H37N6O2PRuS",
  "method": "wB97M-V/def2-TZVPD",
  "species": ["Ru", "S", "P", "O", "O", "N", "N", "N", "N", "N", "N", "C", "C", "C", "C", "C", "C", "C", "C", "C", "C", "C", "C", "C", "C", "C", "C", "C", "C", "C", "C", "C", "C", "C", "C", "C", "C", "C", "C", "C", "C", "H", "H", "H", "H", "H", "H", "H", "H", "H", "H", "H", "H", "H", "H", "H", "H", "H", "H", "H", "H", "H", "H", "H", "H", "H", "H", "H", "H", "H", "H", "H", "H", "H", "H", "H", "H", "H"],
  "positions_angstrom": [[-0.185, -0.170, -0.150], [1.546, -1.932, -0.925], [-1.593, -0.996, -1.989], [-1.619, 1.746, -0.367], [0.631, -2.536, 0.423], [-4.061, -0.735, 2.428], [1.127, 1.680, -0.851], [-1.921, -1.317, 1.447], [-3.056, -2.883, 2.903], [-2.082, -0.865, 3.819], [1.672, -0.007, 1.441], [-3.894, -4.411, -2.042], [2.327, -0.857, 2.202], [-0.576, -0.819, -3.516], [-3.523, -3.079, -2.038], [-3.196, -0.629, 1.252], [-3.065, -0.039, -2.545], [2.298, 1.257, 1.204], [-1.621, 2.657, -1.262], [2.437, 1.483, -0.322], [-1.590, -5.054, -2.198], [1.265, -3.031, 1.519], [1.622, -4.977, 2.914], [-2.927, 4.266, -2.577], [-1.218, -3.727, -2.218], [-0.439, 3.178, -1.904], [-2.356, -2.280, 4.033], [-0.557, 4.212, -2.844], [0.864, 2.742, -1.525], [-3.341, -0.176, 3.566], [-2.179, -2.713, -2.142], [-1.251, -0.752, 2.621], [2.089, -2.234, 2.374], [2.495, -4.239, 3.714], [2.727, -2.917, 3.445], [1.052, -4.369, 1.805], [-2.852, 3.258, -1.647], [-2.215, -2.723, 1.717], [-1.774, 4.752, -3.191], [-4.297, -2.150, 2.692], [-2.930, -5.405, -2.113], [3.166, -0.460, 2.797], [1.680, 2.076, 1.606], [-3.133, 0.879, 3.368], [-2.975, -2.391, 4.928], [3.410, -2.345, 4.061], [1.694, 3.404, -1.828], [-4.825, -2.584, 1.837], [-0.835, -5.826, -2.244], [-1.079, -1.255, -4.380], [-3.753, 2.897, -1.167], [-3.528, -0.517, -3.406], [2.877, 0.576, -0.757], [-3.778, 0.056, -1.731], [-0.417, 0.251, -3.665], [-1.406, -2.804, 4.180], [-3.003, 0.425, 1.024], [1.396, -6.009, 3.136], [-3.220, -6.446, -2.082], [-2.743, 0.967, -2.813], [-2.741, -3.147, 0.855], [-4.942, -4.682, -1.984], [-3.968, -0.254, 4.458], [-4.923, -2.244, 3.588], [3.105, 2.347, -0.513], [0.434, -4.940, 1.128], [0.393, -1.298, -3.368], [-3.711, -1.098, 0.407], [-4.285, -2.317, -1.960], [-1.286, -3.274, 1.879], [-1.839, 5.549, -3.918], [-0.172, -3.457, -2.261], [-3.887, 4.692, -2.842], [0.353, 4.587, -3.303], [3.303, 1.305, 1.663], [-0.319, -1.297, 2.798], [-1.021, 0.308, 2.429], [2.975, -4.719, 4.558]],
  "mulliken_spin": [0.030, 0.032, 0.010, -0.003, -0.018, 0.000, 0.005, -0.007, 0.001, -0.001, 0.285, 0.000, 0.282, -0.006, -0.001, 0.000, -0.002, -0.033, 0.002, -0.002, 0.002, 0.188, 0.295, 0.001, -0.005, -0.002, -0.001, 0.002, 0.011, 0.000, 0.002, 0.012, -0.020, -0.124, 0.123, -0.117, 0.000, -0.024, 0.000, 0.000, 0.000, 0.027, 0.004, 0.000, 0.000, 0.010, 0.000, 0.000, 0.000, 0.000, 0.000, 0.000, 0.011, 0.000, 0.000, 0.002, 0.000, 0.027, 0.000, 0.000, -0.002, 0.000, 0.000, 0.000, -0.017, -0.008, 0.007, 0.000, 0.000, 0.032, 0.000, 0.003, 0.000, 0.000, 0.012, 0.004, -0.020, -0.006],
  "homo_lumo_gap_ev": [4.2, 6.7],
  "multiplicity": 2,
  "lumo_ev": [2.67, 2.67],
  "homo_ev": [-1.539, -4.062],
  "de_lowest_kcal_mol": 68.0,
  "charge": -1,
  "total_energy_ha": -2478.77746
}